{
  "formula": "C3H4N2O2",
  "method": "ωB97M-V with the def2-TZVPD basis set",
  "e_lumo_ha": 0.028,
  "multiplicity": 1,
  "homo_ev": -10.33,
  "smiles": "CN1C(=O)N1C=O",
  "symbols": ["C", "N", "N", "C", "O", "C", "O", "H", "H", "H", "H"],
  "xyz": [[-1.5932, -0.4607, 0.1143], [-0.3572, 0.2577, 0.2688], [0.7533, 0.1883, -0.7315], [1.8602, -0.4829, -0.1120], [1.8412, -0.9215, 1.0044], [0.1855, 1.3951, -0.0863], [0.2938, 2.5702, 0.0410], [-1.9001, -0.5578, -0.9326], [-1.4364, -1.4474, 0.5535], [-2.3484, 0.0774, 0.6891], [2.7015, -0.6185, -0.8087]],
  "forces_ev_per_a": [[-0.175, -0.063, 0.028], [-0.093, 0.210, 0.426], [0.185, 0.001, -0.018], [0.109, -0.072, 0.425], [0.064, 0.036, -0.600], [0.051, 0.398, 0.132], [-0.011, -0.788, -0.363], [0.104, 0.115, 0.101], [-0.181, 0.082, -0.094], [-0.009, -0.113, -0.091], [-0.043, 0.193, 0.055]]
}

{
  "formula": "C3H4N2O2S",
  "method": "ωB97M-V with the def2-TZVPD basis set",
  "e_lumo_ha": 0.024,
  "multiplicity": 1,
  "homo_ev": -8.86,
  "smiles": "O/N=C\\[C@H]1ON=CS1",
  "symbols": ["C", "C", "C", "H", "H", "H", "H", "N", "N", "O", "O", "S"],
  "xyz": [[1.2311, -0.8836, 0.3693], [-0.1959, -0.7933, 0.6916], [-1.7719, 0.6705, -0.5197], [1.7548, 1.5105, -1.3975], [1.7943, -1.6650, 0.7938], [-0.3887, -1.5730, 1.4699], [-2.4380, 1.1458, -1.2503], [1.9551, -0.0864, -0.3655], [-1.3196, 1.2583, 0.4931], [1.2174, 0.9625, -0.8488], [-0.5253, 0.4695, 1.2926], [-1.3134, -1.0157, -0.7286]],
  "forces_ev_per_a": [[1.786, 1.986, -1.931], [-0.714, -0.596, 1.098], [-0.239, -0.517, -0.605], [1.100, 0.205, -0.467], [0.598, -0.941, 0.362], [-0.123, 0.556, -0.665], [0.399, -0.065, 0.543], [-0.875, -0.879, 1.001], [-0.250, 0.933, 0.245], [-1.429, -0.565, 0.627], [-0.193, -0.137, -0.203], [-0.061, 0.020, -0.004]]
}